No. 1
A cluster of 6 separate species, C28H51FN3O12S6 in total, computed with ωB97M-V/def2-TZVPD.

```
! wB97M-V def2-TZVPD RIJCOSX def2/J DEFGRID3
* xyz -1 1
O 1.87056 1.90736 -7.00023
C 0.81791 2.40279 -7.22723
F 0.36050 2.31701 -8.49065
C -0.07342 3.13061 -6.22923
N -1.41824 2.68076 -6.16254
C -1.51603 1.28799 -5.81690
C -1.25381 0.92903 -4.32765
C 0.23262 0.70115 -3.99746
C 0.62845 -0.66298 -3.41371
S -0.26750 -2.11050 -4.00748
C 0.32071 -2.29033 -5.63122
N 1.47952 -2.67681 -6.07111
N 1.39952 -2.67085 -7.44692
C 0.19759 -2.28400 -7.73844
O -0.54319 -2.03093 -6.64694
H -0.09270 4.17625 -6.56312
H 0.51310 3.11618 -5.28956
H -2.56224 1.01296 -5.99559
H -0.91190 0.60592 -6.45925
H -1.58818 1.81560 -3.79501
H -1.90809 0.12249 -4.01178
H 0.85663 0.93181 -4.85611
H 0.51580 1.43443 -3.23892
H 1.69993 -0.80226 -3.54109
H 0.45377 -0.65584 -2.34213
H -0.23500 -2.17584 -8.71351
C -3.87670 2.22625 0.83677
C -3.90280 0.75517 1.27919
C -3.77659 -0.09411 0.00374
S -2.87118 0.91428 -1.18242
O -3.74851 1.23372 -2.27698
O -1.56304 0.34394 -1.38001
C -2.71979 2.35508 -0.14275
H -3.75630 2.90118 1.68266
H -4.80154 2.48214 0.32411
H -3.06292 0.55563 1.94935
H -4.81612 0.50847 1.81937
H -3.23033 -1.01909 0.17149
H -4.74952 -0.30997 -0.43325
H -2.77299 3.24727 -0.76305
H -1.75473 2.30559 0.36275
C 2.10938 -2.31654 2.64964
C 1.90567 -1.89321 1.19010
C 0.68704 -0.96044 1.14815
S 0.60443 -0.17279 2.76016
O -0.60022 -0.60252 3.43003
O 0.93233 1.22776 2.63752
C 1.99624 -1.04065 3.47337
H 3.07241 -2.79985 2.80021
H 1.32745 -3.02066 2.94433
H 2.78989 -1.35527 0.84088
H 1.76707 -2.75255 0.53804
H 0.78144 -0.19471 0.38213
H -0.23857 -1.51321 1.00149
H 1.81302 -1.22167 4.53021
H 2.87658 -0.41077 3.34713
C 4.30244 1.68591 6.09352
C 4.62289 1.59081 7.59206
C 4.90780 0.11611 7.90853
S 5.54522 -0.60496 6.38911
O 4.60179 -1.58930 5.91860
O 6.94103 -0.92274 6.54791
C 5.37793 0.86784 5.38568
H 4.29379 2.71657 5.74435
H 3.31780 1.25699 5.89598
H 5.50601 2.19271 7.81497
H 3.80576 1.96996 8.20342
H 5.65253 -0.00565 8.69054
H 4.00050 -0.42330 8.17267
H 5.11300 0.58353 4.37004
H 6.33944 1.37987 5.39385
C -7.78930 5.74307 -2.96588
C -6.56727 5.00992 -3.53996
C -5.42452 5.16340 -2.53052
S -6.20193 5.34189 -0.91918
O -5.92281 6.65801 -0.40048
O -5.93797 4.16250 -0.13083
C -7.89263 5.30394 -1.50806
H -8.69867 5.50715 -3.51693
H -7.63362 6.82292 -3.01830
H -6.80254 3.95249 -3.67005
H -6.27945 5.40138 -4.51342
H -4.77052 4.29357 -2.51277
H -4.83946 6.06233 -2.71278
H -8.50288 5.95881 -0.89046
H -8.24483 4.27597 -1.42816
C 4.65804 -6.67639 3.90364
C 4.73513 -7.61582 2.69235
C 3.35101 -7.62630 2.03107
S 2.60697 -6.02965 2.39862
O 1.45801 -6.23827 3.24210
O 2.51831 -5.24650 1.19376
C 3.95397 -5.41718 3.41103
H 5.64458 -6.44814 4.30367
H 4.07172 -7.14301 4.69806
H 5.47788 -7.23931 1.98663
H 5.03769 -8.62166 2.97984
H 3.40744 -7.74289 0.95206
H 2.70559 -8.39331 2.45406
H 3.55225 -4.79929 4.21074
H 4.60453 -4.82449 2.76835
*
```

- HOMO energy: -0.07277 Eh
- Frontier orbital gap: 3.6 eV
- E: -126629.6701 eV
- Lowest unoccupied orbital energy: 1.58 eV
- Energy above the lowest of the compared OMol25 structures with the same formula, charge and spin: 0.000 eV

No. 2
A structure of composition C28H52BrF9N2O23P2S8 at a distorted geometry, computed with ωB97M-V/def2-TZVPD.

```
! wB97M-V def2-TZVPD RIJCOSX def2/J DEFGRID3
* xyz 0 1
O 2.74508 -0.19089 0.44115
P 3.55497 0.84004 -0.21593
O 5.09180 0.47743 -0.30805
O 3.56962 2.23723 0.57024
P 2.83012 1.37326 -2.21872
C 1.72004 -0.02785 -2.55108
C 0.40306 -0.02004 -2.96308
S -0.49539 1.44954 -3.24516
O 0.38452 2.56614 -3.42630
O -1.51701 1.19666 -4.21594
C -1.37562 1.82988 -1.64428
F -0.42439 2.17725 -0.75061
F -2.12562 2.90113 -1.92040
C -2.21453 0.69046 -1.02271
F -1.35561 -0.29258 -0.69190
F -3.08591 0.22640 -1.92847
C -2.96802 1.08602 0.27399
F -2.05197 1.24082 1.24300
F -3.62002 2.24426 0.11546
C -4.00053 -0.01103 0.73959
F -5.23006 0.35029 0.39579
F -3.73826 -1.19730 0.21241
F -3.94341 -0.12340 2.06215
C -0.34772 -1.21107 -3.18932
C 0.20333 -2.43464 -3.01083
Br -0.76018 -4.00911 -3.27985
C 1.56800 -2.51090 -2.62614
N 2.29700 -3.61173 -2.43360
S 3.76928 -3.11430 -2.04192
N 3.57812 -1.54199 -2.09231
C 2.30179 -1.31652 -2.40708
H 5.63393 1.27689 -0.32565
H 3.02025 2.90138 0.14312
H 2.03284 2.46497 -1.86017
H -1.37395 -1.12845 -3.50372
O -5.50662 -3.49273 5.32043
S -6.84984 -3.52602 4.83182
O -7.10218 -3.94743 3.48730
O -7.51694 -2.10521 5.07023
C -6.78698 -0.94721 4.59879
C -6.89560 -0.77489 3.09936
C -7.87116 -4.44303 5.92895
H -5.74699 -1.02189 4.91899
H -7.23192 -0.10452 5.12309
H -6.37737 -1.57851 2.58130
H -6.45166 0.17086 2.79723
H -7.93858 -0.79385 2.78323
H -7.70067 -4.08975 6.94155
H -7.57953 -5.48609 5.83271
H -8.90794 -4.30991 5.63346
O 0.80963 -4.58776 3.52925
S 1.00497 -3.17345 3.40773
O 1.29220 -2.40823 4.58591
O -0.25505 -2.54874 2.67167
C -1.56117 -2.86907 3.20943
C -1.86354 -2.06508 4.45421
C 2.19175 -2.81323 2.16921
H -1.62312 -3.94210 3.39448
H -2.26179 -2.63377 2.41072
H -1.20825 -2.36002 5.26784
H -2.89323 -2.22390 4.77238
H -1.71038 -1.00104 4.27932
H 1.93470 -3.37104 1.27244
H 3.16178 -3.12669 2.54911
H 2.19056 -1.74543 1.97288
O -3.81140 -5.19327 -2.96831
S -4.96856 -5.00902 -3.79145
O -5.33352 -3.69173 -4.21012
O -6.20752 -5.71412 -3.10163
C -6.49757 -5.38324 -1.72291
C -7.20887 -4.05542 -1.58900
C -4.87392 -6.06255 -5.19590
H -5.57451 -5.41143 -1.14301
H -7.13147 -6.19460 -1.37292
H -6.55930 -3.22525 -1.86255
H -7.52964 -3.92336 -0.55767
H -8.08228 -4.02193 -2.23983
H -4.63103 -7.06751 -4.86377
H -4.08602 -5.66810 -5.83347
H -5.82828 -6.03820 -5.71395
O -2.44222 -0.59174 7.11933
S -1.68651 -1.03266 8.25242
O -2.22215 -2.02492 9.13207
O -1.26073 0.24486 9.09995
C -2.30501 1.16690 9.47885
C -3.12263 0.67070 10.65388
C -0.07029 -1.51241 7.75169
H -2.93257 1.37514 8.61129
H -1.78118 2.08521 9.73563
H -3.71325 -0.20373 10.38571
H -3.80129 1.45648 10.98665
H -2.47142 0.39068 11.48129
H 0.34871 -0.73987 7.11378
H -0.16341 -2.44386 7.19975
H 0.53499 -1.66173 8.64135
O 5.89093 1.93664 -3.39447
S 6.38222 2.29186 -4.69363
O 5.56884 2.03904 -5.84117
O 7.80122 1.60885 -4.89175
C 7.89487 0.18975 -4.62819
C 7.33746 -0.65086 -5.75815
C 6.92010 3.96250 -4.70996
H 7.40197 -0.03258 -3.68062
H 8.95898 0.00503 -4.49893
H 6.25850 -0.53357 -5.84616
H 7.55609 -1.70291 -5.57400
H 7.78213 -0.35752 -6.70850
H 7.56676 4.13496 -3.85495
H 6.03014 4.58414 -4.64631
H 7.44736 4.15730 -5.63888
O 8.42232 6.74304 -5.61872
S 8.54705 8.16754 -5.71455
O 8.86186 8.92453 -4.54462
O 7.23258 8.74632 -6.38615
C 5.95956 8.35467 -5.82094
C 5.62926 9.10886 -4.54992
C 9.66351 8.58727 -7.00438
H 5.95500 7.27546 -5.66337
H 5.23463 8.57600 -6.60057
H 6.30159 8.83587 -3.73801
H 4.60839 8.88017 -4.24402
H 5.71928 10.18279 -4.70854
H 9.39205 8.03264 -7.89770
H 10.65743 8.30557 -6.66495
H 9.61014 9.65882 -7.17374
*
```

- HOMO energy: -0.32163 Eh
- Frontier orbital gap: 7.4 eV
- E: -279710.5917 eV
- Lowest unoccupied orbital energy: -1.36 eV